[1]
Computed, not measured: a structure of composition C48H51BF4N3O2P2RuSb at a distorted geometry, with ωB97M-V/def2-TZVPD.

As for the relative energy (zero: lowest compared OMol25 entry of this formula, charge and spin): 0.0 kJ/mol. As for the multiplicity: 6. The calculation puts the molar mass at 1073.54 g/mol. The HOMO energy (alpha / beta) is -8.23 / -9.54 eV. For the max |F|, the calculation gives 2.0 eV/A. Its lowest unoccupied orbital energy (alpha / beta) is -2.4711 / -3.9735 eV. The calculation puts the calculated total energy at -3616.53996 a.u. Its total charge is +1.

Last column: Mulliken charge in e.
Cartesian coordinates (Å):
Ru1 0.982 0.143 -0.409  0.969
C1 2.703 3.176 0.757  -1.248
O1 2.376 1.807 0.927  1.333
C2 3.184 1.050 1.747  0.189
C3 4.398 1.495 2.238  -0.873
C4 5.181 0.664 3.029  -0.892
C5 4.740 -0.614 3.327  -0.992
C6 3.515 -1.052 2.860  -0.971
C7 2.703 -0.236 2.062  -0.133
N1 1.443 -0.630 1.610  2.437
N2 0.995 -1.749 2.124  -1.124
C8 -0.184 -2.361 2.020  -0.763
C9 -1.387 -1.958 1.390  0.545
O2 -1.409 -0.762 0.608  1.037
C10 -2.565 -2.691 1.514  -0.266
C11 -2.614 -3.871 2.201  -1.465
C12 -1.445 -4.385 2.805  0.809
C13 -1.464 -5.616 3.493  -0.959
C14 -0.331 -6.109 4.080  -0.671
C15 0.864 -5.383 3.998  -0.770
C16 0.904 -4.180 3.336  -0.430
C17 -0.242 -3.646 2.723  0.313
H1 3.644 3.296 0.216  0.362
H2 2.759 3.680 1.723  0.381
H3 1.894 3.616 0.176  0.200
H4 4.753 2.491 2.014  0.482
H5 6.132 1.021 3.400  0.457
H6 5.350 -1.271 3.933  0.439
H7 3.160 -2.042 3.090  0.508
H8 -3.465 -2.319 1.049  0.775
H9 -3.546 -4.417 2.270  0.450
H10 -2.398 -6.163 3.546  0.460
H11 -0.354 -7.054 4.607  0.387
H12 1.762 -5.766 4.464  0.429
H13 1.831 -3.635 3.274  0.400
C18 -2.398 0.926 -2.378  -1.079
N3 -2.153 1.229 -0.937  0.877
P1 -0.547 1.966 -0.671  1.579
C19 -0.588 3.316 -1.883  0.391
C20 0.606 3.624 -2.529  -0.934
C21 0.667 4.690 -3.414  -0.756
C22 -0.470 5.438 -3.674  -0.855
C23 -1.670 5.122 -3.046  -0.581
C24 -1.731 4.072 -2.147  -0.193
C25 -0.709 2.896 0.901  0.832
C26 -0.354 2.230 2.076  -0.024
C27 -0.408 2.876 3.299  -1.122
C28 -0.799 4.205 3.361  -0.933
C29 -1.106 4.890 2.195  -0.795
C30 -1.051 4.246 0.969  -0.642
P2 -2.685 0.052 0.130  0.506
C31 -3.927 -0.877 -0.774  0.716
C32 -3.566 -1.854 -1.702  0.283
C33 -4.553 -2.462 -2.457  -1.099
C34 -5.885 -2.101 -2.293  -0.668
C35 -6.241 -1.138 -1.360  -0.792
C36 -5.264 -0.524 -0.592  -0.951
C37 -3.480 0.802 1.554  0.573
C38 -4.167 2.005 1.395  -0.318
C39 -4.836 2.561 2.470  -0.835
C40 -4.833 1.914 3.699  -0.693
C41 -4.166 0.709 3.853  -0.862
C42 -3.490 0.146 2.783  -0.613
H14 -2.082 1.777 -2.970  0.639
H15 -3.463 0.780 -2.538  0.379
H16 -1.857 0.049 -2.726  -0.001
H17 1.483 3.014 -2.338  0.456
H18 1.600 4.931 -3.906  0.476
H19 -0.428 6.266 -4.369  0.404
H20 -2.563 5.696 -3.258  0.468
H21 -2.666 3.827 -1.658  0.368
H22 -0.011 1.202 2.026  0.253
H23 -0.139 2.342 4.201  0.591
H24 -0.850 4.711 4.317  0.437
H25 -1.387 5.934 2.237  0.452
H26 -1.264 4.806 0.071  0.438
H27 -2.529 -2.149 -1.815  0.370
H28 -4.278 -3.216 -3.182  0.526
H29 -6.648 -2.575 -2.895  0.412
H30 -7.279 -0.863 -1.229  0.457
H31 -5.537 0.221 0.142  0.425
H32 -4.165 2.498 0.431  0.418
H33 -5.367 3.496 2.353  0.464
H34 -5.357 2.350 4.539  0.441
H35 -4.178 0.203 4.809  0.482
H36 -2.972 -0.796 2.909  0.376
C43 5.985 -0.332 -3.134  -1.092
C44 4.899 0.630 -2.675  -0.675
Sb1 3.103 -0.356 -1.932  -0.258
C45 3.971 -2.221 -1.222  -0.500
C46 4.029 -3.348 -2.246  -1.218
C47 2.104 -0.531 -3.862  0.016
C48 2.773 -1.367 -4.944  -1.289
H37 6.825 0.234 -3.541  0.412
H38 5.631 -1.004 -3.916  0.189
H39 6.367 -0.934 -2.311  0.265
H40 4.569 1.266 -3.497  0.431
H41 5.277 1.276 -1.883  0.486
H42 3.359 -2.512 -0.370  0.190
H43 4.961 -1.942 -0.859  0.722
H44 3.026 -3.633 -2.559  0.196
H45 4.499 -4.222 -1.791  0.423
H46 4.615 -3.071 -3.122  0.283
H47 1.992 0.511 -4.177  0.413
H48 1.116 -0.925 -3.641  -0.246
H49 3.769 -0.995 -5.189  0.280
H50 2.167 -1.323 -5.852  0.439
H51 2.840 -2.411 -4.647  0.261
F1 -1.068 -3.374 -1.341  -0.320
B1 -0.008 -2.617 -1.778  -0.054
F2 1.002 -2.492 -0.778  -0.227
F3 0.544 -3.063 -2.954  -0.316
F4 -0.476 -1.237 -1.956  -0.357



[2]
Computed, not measured: a structure of composition C24H34LuNO5P2 at a distorted geometry, with ωB97M-V/def2-TZVPD.

The calculation puts the molar mass at 653.45 g/mol. The HOMO energy is -7.00 eV. For the max |F|, the calculation gives 2.6 eV/A. Its lowest unoccupied orbital energy is 0.3028 eV. The calculation puts the calculated total energy at -3284.17497 a.u. Its total charge is 0.

Last column: Mulliken charge in e.
Cartesian coordinates (Å):
C1 1.770 0.707 -3.954  -0.978
C2 1.654 0.385 -2.599  0.607
N1 0.602 0.844 -1.863  0.418
C3 -0.291 1.686 -2.437  0.720
C4 -0.244 1.982 -3.796  -0.889
C5 0.802 1.487 -4.568  -0.563
C6 2.716 -0.467 -1.979  -1.241
P1 2.235 -1.429 -0.493  1.099
Lu1 0.219 0.146 0.415  1.096
P2 -0.988 2.584 0.193  0.880
C7 -1.405 2.302 -1.595  -1.472
C8 1.045 -0.068 2.661  0.580
C9 0.856 -1.335 3.184  -0.558
C10 0.889 -1.499 4.586  -0.578
C11 1.140 -0.402 5.420  -0.497
C12 1.387 0.857 4.861  -0.528
C13 1.344 1.021 3.457  -0.376
O1 4.810 0.910 -1.223  -0.733
O2 3.880 1.473 1.030  -0.844
H1 2.620 0.300 -4.498  0.494
H2 -1.030 2.613 -4.209  0.481
H3 0.863 1.716 -5.628  0.419
C14 1.625 -2.979 -1.235  -1.470
C15 3.808 -1.943 0.252  -1.287
H4 -1.670 3.290 -2.008  0.578
H5 -2.310 1.667 -1.647  0.315
H6 3.721 0.250 -1.684  0.169
H7 3.102 -1.187 -2.716  0.513
C16 -2.653 2.685 0.921  -1.295
C17 -0.432 4.316 0.174  -1.354
H8 0.676 -2.201 2.539  0.248
H9 0.710 -2.486 5.018  0.358
H10 1.148 -0.529 6.505  0.347
H11 1.611 1.715 5.500  0.368
H12 1.530 2.005 3.014  0.254
H13 2.773 1.439 0.922  -0.643
H14 4.066 0.942 1.827  0.283
H15 4.480 1.211 -0.218  0.425
H16 4.962 1.720 -1.739  0.309
H17 1.662 1.396 0.710  0.613
H18 2.469 -3.541 -1.662  0.466
H19 1.147 -3.576 -0.447  0.359
H20 0.883 -2.778 -2.017  0.307
H21 4.382 -2.558 -0.455  0.443
H22 4.400 -1.068 0.550  0.292
H23 3.583 -2.532 1.151  0.415
H24 -1.262 4.989 -0.085  0.416
H25 -0.055 4.564 1.176  0.400
H26 0.387 4.436 -0.547  0.338
H27 -3.163 3.605 0.604  0.431
H28 -3.247 1.803 0.644  0.283
H29 -2.533 2.687 2.013  0.392
O3 -2.953 -2.191 -2.330  -0.733
C18 -3.777 -2.324 -1.274  0.208
C19 -5.047 -2.874 -1.494  -0.553
C20 -5.921 -3.038 -0.426  -0.330
C21 -5.555 -2.632 0.866  -0.641
C22 -4.306 -2.054 1.096  -0.371
C23 -3.399 -1.918 0.043  0.047
C24 -2.115 -1.256 0.225  1.184
O4 -1.841 -0.527 1.247  -0.900
O5 -1.203 -1.350 -0.705  -0.770
H30 -2.088 -1.870 -1.934  0.401
H31 -5.315 -3.167 -2.508  0.433
H32 -6.900 -3.484 -0.606  0.372
H33 -6.252 -2.763 1.696  0.387
H34 -4.002 -1.709 2.084  0.459



[3]
Computed, not measured: a cluster of 2 separate species, C4H4BrO3 in total at a distorted geometry, with ωB97M-V/def2-TZVPD.

As for the relative energy (zero: lowest compared OMol25 entry of this formula, charge and spin): 444.9 kJ/mol. The calculation puts the molar mass at 179.98 g/mol. The HOMO energy (alpha / beta) is -4.40 / -4.00 eV. For the max |F|, the calculation gives 1.9 eV/A. Its lowest unoccupied orbital energy (alpha / beta) is 3.2791 / 3.2810 eV. The calculation puts the calculated total energy at -2954.43780 a.u. Its total charge is -1.

Last column: Mulliken charge in e.
Cartesian coordinates (Å):
C1 0.956 1.600 -0.272  0.799
C2 -1.177 -0.576 0.968  -0.122
C3 -1.098 -1.183 -0.301  -0.127
C4 1.155 0.269 -0.847  -0.535
O1 1.388 2.473 -1.071  -0.709
O2 0.465 1.747 0.860  -0.741
O3 -2.242 -0.465 -0.098  -0.408
Br1 2.289 -0.859 0.136  -0.160
H1 -1.377 -1.176 1.828  0.228
H2 -0.518 0.325 1.161  0.223
H3 -1.294 -2.240 -0.495  0.230
H4 1.453 0.084 -1.868  0.321



[4]
Computed, not measured: a cluster of 2 separate species, C8H8N2O5 in total at a distorted geometry, with ωB97M-V/def2-TZVPD.

As for the relative energy (zero: lowest compared OMol25 entry of this formula, charge and spin): 797.7 kJ/mol. The calculation puts the molar mass at 212.16 g/mol. The HOMO energy (alpha / beta) is -9.84 / -7.84 eV. For the max |F|, the calculation gives 4.1 eV/A. Its lowest unoccupied orbital energy (alpha / beta) is -1.3647 / -2.0558 eV. The calculation puts the calculated total energy at -795.04710 a.u. Its total charge is 0.

Last column: Mulliken charge in e.
Cartesian coordinates (Å):
C1 -2.654 -1.604 0.334  -0.350
C2 -1.832 -1.764 1.425  -0.618
C3 -2.403 -0.736 -0.736  -0.426
C4 -0.748 -0.903 1.553  -0.171
C5 -1.325 0.023 -0.663  -0.349
C6 -0.508 0.021 0.491  0.538
C7 1.981 2.489 -0.899  -0.740
C8 0.729 0.845 0.433  0.279
N1 1.165 -1.464 -1.515  0.729
N2 1.705 0.807 1.479  1.007
O1 1.397 -0.892 -2.550  -0.371
O2 0.606 -2.511 -1.254  -0.363
O3 2.360 1.832 1.669  -0.645
O4 1.702 -0.150 2.240  -0.694
O5 0.758 1.835 -0.424  -0.274
H1 -3.470 -2.263 0.169  0.397
H2 -2.161 -2.384 2.327  0.313
H3 -2.906 -0.703 -1.755  0.271
H4 -0.029 -1.163 2.410  0.269
H5 -0.998 0.679 -1.507  0.287
H6 2.811 1.971 -0.525  0.424
H7 2.065 3.567 -0.674  0.241
H8 1.754 2.469 -2.027  0.244



[5]
Computed, not measured: the molecule C5H11N3 at a distorted geometry, with ωB97M-V/def2-TZVPD.

As for the relative energy (zero: lowest compared OMol25 entry of this formula, charge and spin): 302.2 kJ/mol. The calculation puts the molar mass at 113.16 g/mol. The HOMO energy is -7.45 eV. For the max |F|, the calculation gives 5.1 eV/A. Its lowest unoccupied orbital energy is 0.8643 eV. The calculation puts the calculated total energy at -361.27429 a.u. Its total charge is 0. As for the SMILES: [H]/N=C(/C(=C)N)N(C)C.

Last column: Mulliken charge in e.
Cartesian coordinates (Å):
H1 -1.386 -0.177 2.429  0.269
N1 -1.637 -0.605 1.536  -0.694
C1 -0.695 -0.651 0.706  0.362
C2 -0.750 -0.499 -0.845  0.850
C3 -1.467 0.475 -1.428  -1.297
N2 -0.251 -1.599 -1.545  -0.483
N3 0.521 0.125 0.719  0.031
C4 1.773 -0.348 0.168  -0.953
C5 0.531 1.496 1.187  -1.123
H2 -1.766 1.355 -0.889  0.286
H3 -1.828 0.358 -2.437  0.263
H4 -0.553 -1.628 -2.510  0.219
H5 -0.398 -2.485 -1.083  0.249
H6 2.561 -0.171 0.905  0.317
H7 2.018 0.204 -0.756  0.320
H8 1.710 -1.410 -0.073  0.338
H9 1.309 1.619 1.943  0.340
H10 0.742 2.179 0.356  0.340
H11 -0.432 1.763 1.616  0.366



[6]
Computed, not measured: the molecule C8H9ClOS at a distorted geometry, with ωB97M-V/def2-TZVPD.

As for the relative energy (zero: lowest compared OMol25 entry of this formula, charge and spin): 259.5 kJ/mol. The calculation puts the molar mass at 188.68 g/mol. The HOMO energy is -8.59 eV. For the max |F|, the calculation gives 6.8 eV/A. Its lowest unoccupied orbital energy is 0.6270 eV. The calculation puts the calculated total energy at -1243.72678 a.u. Its total charge is 0.

Last column: Mulliken charge in e.
Cartesian coordinates (Å):
C1 1.482 1.496 0.939  -0.448
C2 -1.084 -0.184 0.976  -1.212
C3 -0.978 -0.737 -0.432  1.033
C4 -0.266 -1.845 -0.639  -0.512
C5 -0.069 -2.320 -1.912  -0.378
C6 -0.481 -1.532 -3.107  -0.695
C7 -1.538 -0.530 -2.832  -0.483
C8 -1.484 0.016 -1.438  -0.258
H1 2.473 1.607 1.587  0.330
H2 1.800 1.241 -0.104  0.316
H3 -1.619 0.762 1.095  0.486
H4 -1.455 -0.956 1.838  0.298
H5 0.074 -2.378 0.142  0.540
H6 0.437 -3.310 -2.033  0.315
H7 -0.395 -1.931 -4.059  0.399
H8 -1.973 -0.038 -3.708  0.349
H9 -2.446 0.685 -1.196  0.179
O1 1.639 -1.091 1.396  -0.524
S1 0.695 -0.063 1.690  0.429
Cl1 0.316 2.815 1.112  -0.165